(1)
12
Properties=species:S:1:pos:R:3:forces:R:3:lowdin_charge:R:1 method="wB97M-V/def2-TZVPD" homo_ev="-7.251 / -7.252" homo_lumo_gap_ev="7.869 / 7.869" multiplicity=1
C 1.2224 0.1263 -0.1074 -0.3 -0.2 0.3 -0.385
O 2.3207 0.5871 -0.7404 0.0 -0.2 0.0 0.088
H -2.0216 0.7556 -1.1465 0.0 -0.1 0.1 0.100
H -2.6914 -0.8141 -0.9142 0.1 0.1 0.1 0.087
C 0.4963 0.7612 0.9660 0.1 0.2 0.1 -0.105
N -2.1180 -0.0658 -0.5605 0.0 -0.1 0.0 0.064
H 0.6419 -2.0246 0.1366 0.0 0.2 0.0 0.088
C -1.3463 -0.3135 0.5243 -0.2 0.1 -0.2 -0.197
O -0.8258 0.9324 0.9604 0.0 0.0 0.0 -0.085
C 0.5297 -0.9482 0.1767 0.4 -0.1 -0.3 0.082
H 1.0112 1.1741 1.8348 0.0 -0.1 -0.1 0.143
H 2.7809 -0.1705 -1.1299 0.0 0.1 0.0 0.119

(2)
12
Properties=species:S:1:pos:R:3:forces:R:3:lowdin_charge:R:1 method="wB97M-V/def2-TZVPD" homo_ev=-9.917 homo_lumo_gap_ev=10.265 multiplicity=1
C 1.0369 0.0205 0.3084 0.9 -2.3 -1.0 -0.088
O -1.4621 1.2173 -0.9502 0.4 0.1 0.3 0.126
C 0.0517 -0.5804 -0.7433 1.6 3.5 2.5 -0.288
C -1.2199 0.0597 -0.3044 -2.9 -1.8 -1.9 -0.525
H 1.6713 0.3261 2.2963 0.2 0.3 -0.1 0.064
H 1.2642 -1.3885 -2.0160 0.1 0.1 0.4 0.070
N 0.2933 -1.1429 -1.8283 -0.6 -0.6 -0.5 0.187
H -0.1370 0.2663 2.0454 -0.2 -0.5 0.1 0.066
C 0.8494 0.1842 1.6140 -0.6 0.4 -0.4 0.044
H -2.3571 1.5218 -0.7283 0.1 -0.2 0.2 0.135
H 2.0456 0.0193 -0.0819 0.3 0.1 0.1 0.093
O -2.0362 -0.5035 0.3885 0.6 0.7 0.3 0.116

(3)
12
Properties=species:S:1:pos:R:3:forces:R:3:lowdin_charge:R:1 method="wB97M-V/def2-TZVPD" homo_ev="-8.304 / -8.305" homo_lumo_gap_ev="8.638 / 8.640" multiplicity=1
C -0.9005 -0.2827 -0.2842 3.7 2.4 3.0 -0.116
C 1.5174 1.2423 -0.0130 1.8 -0.6 -0.8 -0.154
C -0.8986 1.0424 -0.1270 -0.8 1.6 -1.5 -0.109
H 2.2894 1.9422 -0.2710 -0.3 1.0 0.1 0.146
H -1.5869 -0.7276 -0.8218 -3.6 -2.3 -2.5 0.049
C 0.2023 -1.0187 0.3235 1.9 0.5 0.9 0.041
O 2.9021 -0.7113 -0.1698 0.7 1.3 -0.2 -0.054
N 1.9522 0.0456 0.0214 -5.0 -3.3 0.9 -0.141
H 0.4185 -2.0395 -0.0082 0.2 0.5 -0.4 0.090
O 0.2649 1.6930 0.2559 -0.7 0.2 0.5 -0.025
H 0.2598 -1.0137 1.4385 -0.1 0.4 -1.0 0.105
H -1.7572 1.7942 -0.4661 2.2 -1.8 0.9 0.168

(4)
12
Properties=species:S:1:pos:R:3:forces:R:3:lowdin_charge:R:1 method="wB97M-V/def2-TZVPD" smiles="O=CC(=O)N1CC1" homo_ev=-9.983 homo_lumo_gap_ev=9.686 multiplicity=1
N -0.3518 -0.3767 0.4759 0.5 -0.4 -0.2 -0.047
H -2.4106 -1.0149 0.3746 0.3 0.0 0.1 0.112
C 0.9045 -0.5525 -0.0357 0.1 -0.6 -0.4 -0.442
H -0.7819 1.1265 -1.1548 0.3 0.0 0.6 0.124
O 1.6521 1.3845 1.2545 0.0 -0.6 -0.5 0.088
C -1.1064 0.7307 -0.1850 0.8 0.0 0.6 -0.057
C 1.9267 0.4523 0.5435 0.1 0.2 0.1 -0.144
H 2.9578 0.2237 0.2192 0.0 0.1 0.0 0.127
C -1.5625 -0.6846 -0.2171 -0.1 -0.4 0.0 -0.098
H -1.0917 1.3160 0.7151 -1.8 1.4 -0.5 0.110
O 1.2493 -1.3864 -0.8410 0.2 0.2 0.3 0.111
H -1.3856 -1.2187 -1.1492 -0.4 0.2 -0.1 0.117

(5)
12
Properties=species:S:1:pos:R:3:forces:R:3:lowdin_charge:R:1 method="wB97M-V/def2-TZVPD" homo_ev="-10.188 / -10.189" homo_lumo_gap_ev="9.647 / 9.647" multiplicity=1
H 1.4477 1.3162 0.4646 -0.2 0.0 -0.2 0.148
C 0.6498 0.6451 0.1518 -0.1 0.3 0.1 -0.213
H -1.7275 -1.2463 0.7341 0.4 0.3 -0.1 0.157
O 1.5868 -1.3031 0.1831 -1.4 0.6 1.5 0.007
H -1.3642 1.1758 -0.7373 0.0 0.5 -0.2 0.112
H 1.3964 -0.4874 -1.7582 0.1 -0.2 0.3 0.160
C 0.9664 -0.5403 -0.7536 -1.0 0.5 -0.6 -0.364
C -0.8401 0.9772 0.1861 -0.7 -0.4 -0.5 -0.008
N 0.2626 -0.3709 1.1577 2.6 -2.1 -0.1 0.210
H -1.1098 1.6631 1.0023 0.0 -0.6 -0.2 0.118
C -0.9008 -0.6467 0.3335 -0.4 1.1 0.4 -0.295
O -0.4284 -1.0644 -0.9007 0.6 0.1 -0.2 -0.033

(6)
12
Properties=species:S:1:pos:R:3:forces:R:3:lowdin_charge:R:1 method="wB97M-V/def2-TZVPD" homo_ev=-10.335 homo_lumo_gap_ev=8.840 multiplicity=1
C 0.8276 -0.5111 -0.9765 0.0 0.0 0.1 -0.023
H 1.2877 1.2361 0.1688 -0.1 -0.2 0.0 0.117
N -1.1358 0.0624 -1.3598 -0.4 0.4 0.5 0.218
O 0.4031 -1.6131 1.6057 0.2 0.7 0.0 0.053
H 0.8028 0.2179 2.3771 0.0 -0.1 -0.1 0.123
C 0.6991 -0.4424 1.4968 -0.2 -0.5 0.0 -0.265
H -2.5559 0.6705 -1.0080 -0.3 -0.1 -0.4 0.193
O -1.4341 1.1714 0.7363 0.0 -0.1 -0.2 0.073
H 0.5914 -1.5697 -0.9195 0.1 0.1 0.0 0.093
C -1.5858 0.6874 -0.3599 0.6 -0.1 0.2 -0.577
H 1.1428 -0.1089 -1.9325 0.0 0.0 0.2 0.087
C 0.9571 0.1994 0.1715 0.1 -0.1 -0.2 -0.091

The calculation returns the following energy above the lowest of the compared OMol25 structures with the same formula, charge and spin values, one per record and in order: 6.3148; 1.7891; 5.9883; 2.7387; 5.6746; 4.5268 eV.